Arrangement P

{
  "formula": "C7H8N2O2",
  "method": "ωB97M-V with the def2-TZVPD basis set",
  "spin_multiplicity": 1,
  "e_homo_ev": -7.929,
  "elements": ["C", "C", "C", "O", "N", "O", "C", "C", "C", "C", "N", "H", "H", "H", "H", "H", "H", "H", "H"],
  "positions_angstrom": [[3.85, -0.34, 0.07], [2.65, 0.24, -0.06], [1.36, -0.42, -0.12], [1.09, -1.60, -0.07], [0.33, 0.43, -0.20], [0.51, 1.80, -0.07], [-1.01, 0.13, -0.11], [-2.10, 0.99, 0.08], [-3.35, 0.18, 0.03], [-2.87, -1.09, -0.15], [-1.49, -1.11, -0.25], [4.77, 0.25, -0.15], [4.02, -1.37, -0.24], [2.44, 1.26, 0.04], [0.28, 2.02, 0.88], [-1.95, 2.09, 0.28], [-4.23, 0.52, 0.39], [-3.39, -2.06, -0.21], [-0.90, -1.90, -0.12]]
}



Arrangement Q

{
  "formula": "C7H8N2O2",
  "method": "ωB97M-V with the def2-TZVPD basis set",
  "spin_multiplicity": 1,
  "e_homo_ev": -9.501,
  "elements": ["C", "N", "C", "O", "C", "C", "C", "C", "O", "N", "C", "H", "H", "H", "H", "H", "H", "H", "H"],
  "positions_angstrom": [[0.90, 1.17, -3.01], [0.25, 0.97, -1.65], [0.20, -0.24, -1.04], [0.33, -1.35, -1.51], [-0.21, -0.23, 0.43], [-0.28, -1.65, 0.84], [-1.09, -1.73, 1.97], [-1.50, -0.30, 2.34], [-2.10, 0.12, 3.28], [-0.98, 0.52, 1.37], [0.43, 0.61, 1.50], [0.38, 2.03, -3.49], [1.91, 1.39, -2.82], [0.84, 0.28, -3.60], [0.13, 1.79, -1.22], [0.29, -2.45, 0.40], [-1.33, -2.44, 2.69], [0.94, 0.05, 2.30], [0.89, 1.45, 1.22]]
}



Arrangement R

{
  "formula": "C7H8N2O2",
  "method": "ωB97M-V with the def2-TZVPD basis set",
  "spin_multiplicity": 1,
  "e_homo_ev": -8.880,
  "elements": ["C", "C", "C", "C", "C", "C", "O", "N", "C", "O", "N", "H", "H", "H", "H", "H", "H", "H", "H"],
  "positions_angstrom": [[-4.28, -0.05, 0.18], [-2.79, 0.55, 0.09], [-1.90, -0.48, -0.03], [-0.54, -0.21, -0.35], [0.27, -1.16, -0.50], [1.75, -1.23, 0.01], [2.39, -2.30, 0.37], [2.13, 0.04, -0.04], [1.32, 1.20, 0.04], [2.08, 2.31, 0.17], [0.07, 1.15, -0.17], [-4.81, 0.04, 1.25], [-4.04, -1.31, 0.38], [-5.08, -0.01, -0.60], [-2.47, 1.63, -0.19], [-2.21, -1.61, 0.36], [-0.39, -2.15, -0.89], [3.06, 0.01, 0.11], [1.79, 3.32, 0.00]]
}



The energy of each structure relative to the most stable one, in kcal/mol, is as follows: arrangement P 17.0; arrangement Q 0.0; arrangement R 52.8.



Arrangement P

{
  "formula": "C7H8N2O2",
  "method": "ωB97M-V with the def2-TZVPD basis set",
  "spin_multiplicity": 1,
  "e_homo_ev": -8.471,
  "elements": ["C", "C", "C", "C", "C", "C", "C", "H", "H", "H", "H", "H", "H", "H", "H", "N", "N", "O", "O"],
  "positions_angstrom": [[-2.26, 1.22, -0.43], [-1.07, 0.40, -0.34], [-0.78, -0.65, -1.24], [0.52, -1.25, -1.37], [1.39, -1.12, -0.15], [1.32, 0.11, 0.71], [0.05, 0.57, 0.59], [-2.59, 1.52, -1.86], [-3.12, 0.82, 0.33], [-1.86, 2.44, 0.13], [-1.67, -0.99, -1.95], [0.70, -2.16, -2.04], [2.95, -1.97, 0.65], [3.06, -2.23, -1.00], [1.83, 0.33, 1.61], [2.79, -1.52, -0.23], [-0.29, 1.35, 1.87], [-1.06, 2.35, 1.88], [0.09, 0.77, 2.85]]
}



Arrangement Q

{
  "formula": "C7H8N2O2",
  "method": "ωB97M-V with the def2-TZVPD basis set",
  "spin_multiplicity": 1,
  "e_homo_ev": [-8.869, -7.569],
  "elements": ["C", "C", "C", "C", "C", "C", "C", "N", "N", "O", "O", "H", "H", "H", "H", "H", "H", "H", "H"],
  "positions_angstrom": [[3.13, 0.36, -0.10], [2.34, 1.20, 0.56], [2.78, -0.90, -0.42], [1.06, 0.85, 0.86], [1.48, -1.40, -0.10], [0.62, -0.42, 0.52], [-3.70, 0.30, -0.48], [-1.77, 0.80, 0.56], [-0.76, -0.71, 0.69], [-1.19, -1.83, 0.82], [-3.01, 0.63, 0.70], [4.12, 0.68, -0.32], [2.74, 2.14, 1.01], [3.43, -1.46, -1.08], [0.13, 1.46, 1.15], [1.21, -2.41, -0.42], [-3.54, 1.01, -1.32], [-4.75, 0.41, -0.03], [-3.50, -0.81, -0.73]]
}



Arrangement R

{
  "formula": "C7H8N2O2",
  "method": "ωB97M-V with the def2-TZVPD basis set",
  "spin_multiplicity": 1,
  "e_homo_ev": -8.925,
  "elements": ["C", "C", "C", "C", "C", "C", "C", "H", "H", "H", "H", "H", "H", "H", "H", "N", "N", "O", "O"],
  "positions_angstrom": [[1.42, 0.95, -0.03], [2.23, -0.12, -0.57], [1.70, -1.45, -0.21], [0.32, -1.74, 0.02], [-0.51, -0.67, 0.17], [-1.96, -0.88, 0.46], [-2.76, 0.32, -0.14], [0.85, 3.03, 0.31], [2.71, 2.75, 0.74], [3.33, -0.12, -0.57], [2.39, -2.22, -0.39], [-0.08, -2.90, -0.12], [-2.24, -0.98, 1.54], [-1.92, -1.92, -0.25], [-0.98, 1.48, -0.77], [1.57, 2.20, 0.52], [0.10, 0.48, 0.02], [-2.09, 1.57, -0.73], [-4.07, 0.21, 0.01]]
}



Arrangement S

{
  "formula": "C7H8N2O2",
  "method": "ωB97M-V with the def2-TZVPD basis set",
  "spin_multiplicity": 1,
  "e_homo_ev": -6.693,
  "elements": ["C", "C", "C", "C", "C", "C", "C", "H", "H", "H", "H", "H", "H", "H", "H", "N", "N", "O", "O"],
  "positions_angstrom": [[2.65, 0.19, 0.97], [0.37, 1.61, -0.50], [-0.73, 0.83, -0.43], [-1.89, 1.30, 0.13], [-2.99, 0.49, 0.33], [-2.84, -0.83, 0.07], [-0.70, -0.58, -0.64], [2.51, -2.52, -0.09], [2.83, 0.91, 1.57], [2.06, -0.57, 0.83], [2.94, -0.71, -0.59], [-2.01, 2.34, 0.23], [-3.85, 0.88, 0.52], [-3.61, -1.56, 0.38], [0.31, -1.01, -1.14], [3.29, 0.14, -0.14], [-1.68, -1.38, -0.46], [2.01, -1.91, -0.36], [1.33, 2.38, -0.66]]
}



The energy of each structure relative to the most stable one, in kcal/mol, is as follows: arrangement P 64.3; arrangement Q 48.5; arrangement R 0.0; arrangement S 90.7.



Arrangement P

{
  "formula": "ClHNO",
  "method": "ωB97M-V with the def2-TZVPD basis set",
  "spin_multiplicity": 1,
  "charge": -1,
  "e_homo_ev": [-2.350, -1.969],
  "elements": ["N", "O", "Cl", "H"],
  "positions_angstrom": [[-0.91, -0.02, -0.84], [1.21, 1.19, 0.98], [-0.78, -1.72, -0.70], [0.47, 0.55, 0.56]]
}



Arrangement Q

{
  "formula": "ClHNO",
  "method": "ωB97M-V with the def2-TZVPD basis set",
  "spin_multiplicity": 1,
  "charge": -1,
  "e_homo_ev": [-2.719, -2.722],
  "elements": ["N", "O", "Cl", "H"],
  "positions_angstrom": [[-0.10, -2.04, -1.05], [0.28, 1.28, 0.04], [-0.24, -1.01, 0.12], [0.05, 1.77, 0.89]]
}



The energy of each structure relative to the most stable one, in kcal/mol, is as follows: arrangement P 2.8; arrangement Q 0.0.



Arrangement P

{
  "formula": "C3H3BrO",
  "method": "ωB97M-V with the def2-TZVPD basis set",
  "spin_multiplicity": 1,
  "e_homo_ev": -8.779,
  "elements": ["C", "C", "Br", "C", "O", "H", "H", "H"],
  "positions_angstrom": [[0.87, 0.59, 0.01], [-0.50, -0.07, -0.01], [-1.96, 1.17, 0.07], [-0.87, -1.35, 0.04], [-1.30, -2.46, -0.02], [1.64, -0.05, 0.53], [0.65, 1.61, 0.33], [1.48, 0.55, -0.95]]
}



Arrangement Q

{
  "formula": "C3H3BrO",
  "method": "ωB97M-V with the def2-TZVPD basis set",
  "spin_multiplicity": 1,
  "e_homo_ev": -10.152,
  "elements": ["C", "C", "C", "O", "H", "H", "Br", "H"],
  "positions_angstrom": [[-1.54, -0.47, 0.90], [-0.87, -0.04, 0.00], [0.02, 0.67, -0.91], [1.02, 1.28, -0.65], [-2.07, -0.70, 1.74], [-0.46, 0.65, -2.00], [3.83, 0.53, 0.15], [2.50, 0.98, -0.10]]
}



Arrangement R

{
  "formula": "C3H3BrO",
  "method": "ωB97M-V with the def2-TZVPD basis set",
  "spin_multiplicity": 1,
  "e_homo_ev": -10.506,
  "elements": ["C", "C", "C", "O", "Br", "H", "H", "H"],
  "positions_angstrom": [[-0.27, 0.42, -0.12], [0.88, -0.22, 0.10], [2.31, 0.63, 0.05], [2.24, 1.81, 0.01], [3.94, -0.30, -0.02], [-1.22, -0.07, -0.04], [-0.31, 1.49, -0.17], [0.86, -1.21, 0.41]]
}



The energy of each structure relative to the most stable one, in kcal/mol, is as follows: arrangement P 10.8; arrangement Q 39.6; arrangement R 0.0.



Arrangement P

{
  "formula": "C2H5NOS2",
  "method": "ωB97M-V with the def2-TZVPD basis set",
  "spin_multiplicity": 1,
  "e_homo_ev": -9.128,
  "elements": ["C", "C", "H", "H", "H", "H", "H", "N", "O", "S", "S"],
  "positions_angstrom": [[2.46, 0.47, 0.16], [-0.24, -0.17, -0.18], [3.54, 0.25, 0.06], [2.36, 1.03, -0.69], [2.34, 1.01, 1.05], [-1.28, -2.04, 0.80], [-2.53, 0.45, 0.68], [-1.30, -0.96, -0.40], [-2.70, -0.56, 0.24], [1.40, -0.94, 0.00], [-0.59, 1.49, -0.06]]
}



Arrangement Q

{
  "formula": "C2H5NOS2",
  "method": "ωB97M-V with the def2-TZVPD basis set",
  "spin_multiplicity": 1,
  "e_homo_ev": -9.501,
  "elements": ["C", "S", "C", "O", "N", "S", "H", "H", "H", "H", "H"],
  "positions_angstrom": [[-1.69, 1.10, 0.74], [0.09, 0.92, 0.58], [0.07, -0.54, -0.38], [-0.87, -1.09, -0.84], [1.33, -1.00, -0.72], [2.74, -0.21, -0.76], [-1.89, 1.22, 1.80], [-2.09, 1.94, 0.08], [-2.16, 0.17, 0.37], [1.25, -1.79, -1.28], [3.22, -0.71, 0.40]]
}



Arrangement R

{
  "formula": "C2H5NOS2",
  "method": "ωB97M-V with the def2-TZVPD basis set",
  "spin_multiplicity": 1,
  "e_homo_ev": -8.494,
  "elements": ["O", "C", "C", "S", "N", "S", "H", "H", "H", "H", "H"],
  "positions_angstrom": [[-1.58, -1.08, 0.08], [-1.28, 0.32, -0.05], [0.18, 0.64, -0.07], [0.80, 2.17, -0.07], [0.93, -0.46, -0.17], [2.66, -0.56, -0.10], [-1.42, -1.45, -0.79], [-1.86, 0.79, -0.89], [-1.63, 0.79, 0.89], [0.38, -1.25, 0.06], [2.81, 0.09, 1.11]]
}



The energy of each structure relative to the most stable one, in kcal/mol, is as follows: arrangement P 130.0; arrangement Q 0.0; arrangement R 15.6.



Arrangement P

{
  "formula": "C11H13NO2S",
  "method": "ωB97M-V with the def2-TZVPD basis set",
  "spin_multiplicity": 1,
  "e_homo_ev": [-7.671, -7.669],
  "elements": ["C", "C", "C", "C", "C", "C", "C", "C", "C", "C", "C", "N", "O", "O", "S", "H", "H", "H", "H", "H", "H", "H", "H", "H", "H", "H", "H", "H"],
  "positions_angstrom": [[4.77, 0.35, -0.21], [4.15, -0.80, -0.68], [4.02, 1.32, 0.43], [2.80, -0.98, -0.52], [2.66, 1.16, 0.60], [2.03, 0.00, 0.12], [0.62, -0.16, 0.20], [-1.57, -1.12, 0.46], [-2.01, 1.19, 0.13], [-1.95, -2.47, -0.14], [-3.17, 2.05, -0.33], [-0.15, -1.05, 0.55], [0.02, 2.92, 0.38], [-2.18, -0.12, -0.33], [-0.41, 1.88, -0.58], [5.83, 0.49, -0.35], [4.74, -1.56, -1.19], [4.49, 2.22, 0.80], [2.31, -1.87, -0.88], [2.07, 1.92, 1.08], [-1.94, -1.06, 1.50], [-1.89, 1.23, 1.22], [-1.59, -2.53, -1.17], [-3.03, -2.57, -0.14], [-1.51, -3.27, 0.44], [-3.06, 3.05, 0.08], [-4.11, 1.63, 0.00], [-3.18, 2.11, -1.42]]
}



Arrangement Q

{
  "formula": "C11H13NO2S",
  "method": "ωB97M-V with the def2-TZVPD basis set",
  "spin_multiplicity": 1,
  "e_homo_ev": -7.894,
  "elements": ["C", "C", "C", "C", "C", "C", "C", "C", "C", "C", "C", "N", "O", "O", "S", "H", "H", "H", "H", "H", "H", "H", "H", "H", "H", "H", "H", "H"],
  "positions_angstrom": [[0.07, -3.48, -1.78], [0.32, -2.26, -2.47], [0.08, -3.50, -0.45], [0.41, -1.09, -1.73], [0.44, -2.37, 0.29], [0.46, -1.17, -0.35], [-0.29, 1.62, -0.48], [0.48, 1.78, 1.75], [0.72, 0.24, 1.70], [-0.69, 2.22, 0.85], [-1.99, 1.59, 1.28], [0.78, -0.02, 0.25], [1.67, 1.71, -2.38], [0.41, 3.72, -1.90], [0.87, 2.45, -1.42], [-0.23, -4.29, -2.38], [0.09, -2.16, -3.54], [-0.17, -4.36, 0.06], [0.29, -0.12, -2.22], [0.82, -2.56, 1.32], [0.39, 1.96, 2.77], [1.35, 2.32, 1.30], [1.73, 0.22, 2.15], [-0.03, -0.21, 2.37], [-0.83, 3.35, 0.83], [-2.96, 1.66, 0.62], [-2.22, 2.19, 2.17], [-2.01, 0.58, 1.41]]
}



The energy of each structure relative to the most stable one, in kcal/mol, is as follows: arrangement P 0.0; arrangement Q 99.1.